{
  "formula": "C10H22N2OS2Ti",
  "method": "ωB97M-V/def2-TZVPD",
  "elements": ["Ti", "C", "C", "N", "C", "C", "S", "C", "C", "N", "H", "H", "H", "H", "H", "H", "H", "H", "H", "H", "H", "H", "H", "H", "O", "S", "C", "C", "C", "C", "H", "H", "H", "H", "H", "H", "H", "H"],
  "xyz": [[-0.05099, -0.45058, 0.47427], [1.05013, -1.29625, 2.92567], [-0.46533, -1.56722, 2.98226], [-1.26411, -0.66478, 2.07638], [-1.59823, 0.69923, 2.61271], [-0.42203, 1.67414, 2.69217], [0.59501, 1.76464, 1.14108], [2.27641, 1.24659, 1.72364], [2.64865, -0.17761, 1.30793], [1.52960, -1.15736, 1.50886], [1.30097, -0.39658, 3.47856], [1.56382, -2.11613, 3.42740], [-0.66811, -2.59698, 2.68090], [-0.80225, -1.46463, 4.01524], [-2.16479, -1.12629, 1.94772], [-2.36803, 1.11234, 1.95983], [-2.02841, 0.61927, 3.61413], [-0.82276, 2.67458, 2.85389], [0.24721, 1.46494, 3.52249], [2.98343, 1.94860, 1.28293], [2.31022, 1.40662, 2.79913], [2.90598, -0.20018, 0.24680], [3.53919, -0.47278, 1.86779], [1.88331, -2.06637, 1.20604], [-0.29736, -0.09057, -1.22917], [-0.42905, 0.89564, -2.50015], [0.53169, 0.06995, -3.80751], [-0.40110, 0.09162, -5.01401], [-1.77276, -0.33943, -4.49484], [-2.04668, 0.48647, -3.23696], [0.71671, -0.94467, -3.44850], [1.47004, 0.60291, -3.95237], [-0.02940, -0.58206, -5.78497], [-0.44422, 1.09353, -5.44654], [-1.77706, -1.40543, -4.26387], [-2.55090, -0.16277, -5.23563], [-2.63784, -0.02161, -2.47507], [-2.51099, 1.44924, -3.45823]],
  "forces_ev_per_a": [[-0.26, -0.26, -0.58], [-0.28, -0.04, 0.30], [0.34, -0.07, 0.21], [-0.88, 0.03, 1.19], [0.10, 0.32, 0.18], [-0.12, 0.06, 0.00], [0.18, 0.04, 0.67], [-0.04, 0.02, -0.10], [0.17, 0.34, 0.13], [1.24, -0.44, 0.63], [0.05, 0.06, -0.08], [0.04, -0.01, -0.05], [-0.06, 0.02, -0.06], [-0.06, 0.00, -0.01], [-0.03, -0.05, -0.06], [-0.03, -0.07, -0.02], [-0.05, -0.07, -0.03], [0.02, 0.01, 0.00], [0.06, -0.01, -0.03], [0.01, -0.01, -0.02], [-0.04, 0.02, 0.02], [0.03, -0.07, 0.00], [-0.01, -0.11, -0.03], [0.01, -0.06, 0.03], [-0.32, 0.33, -1.99], [-0.06, -0.06, -0.34], [0.11, 0.02, -0.09], [-0.25, 0.02, 0.01], [0.13, -0.06, -0.08], [-0.13, -0.08, -0.13], [-0.02, 0.00, 0.03], [-0.01, 0.03, 0.11], [0.08, 0.01, 0.02], [0.02, -0.02, -0.02], [0.01, 0.01, 0.03], [-0.04, 0.03, 0.05], [0.00, 0.08, 0.06], [0.08, 0.05, 0.05]],
  "multiplicity": 2,
  "s2": 0.75,
  "charge": 3,
  "homo_ev": [-20.31, -21.05],
  "homo_lumo_gap_ev": [9.001, 10.082],
  "molar_mass_g_mol": 298.3
}